No. 1
Below is a structure of composition C7H5IN2OS2 in a non-equilibrium geometry, with properties calculated with ωB97M-V/def2-TZVPD.

CARTESIAN COORDINATES (ANGSTROEM)
C: -2.4486 -1.4208 1.0188
C: -1.8786 -1.9614 -1.6038
C: -1.4223 -0.6977 0.3712
C: -1.1670 -0.9392 -0.9422
C: 0.7092 1.1454 0.5115
C: 0.1714 1.4325 -1.0209
C: 1.9700 0.2810 0.5449
N: -3.2734 -1.9617 1.6004
N: -2.4556 -2.7838 -2.1548
O: 2.4507 0.1006 1.8411
S: -0.6744 0.4542 1.4728
S: -0.0208 -0.0934 -1.9727
I: 1.5286 2.6989 -2.0940
H: 0.9052 2.1129 0.9746
H: -0.7867 1.9432 -0.9553
H: 2.7662 0.8100 0.0109
H: 1.7842 -0.6778 0.0418
H: 1.8420 -0.4428 2.3558

Calculated values
Total charge = 0
HOMO energy = -9.319 eV
Energy relative to the best compared isomer or geometry (same formula, charge and spin) = 0.0 kcal per mole
HOMO-LUMO gap = 8.26 eV
Spin multiplicity = 1
LUMO level = -1.06 eV
Molar mass = 324.168 u
Max |F| = 2.3 eV Å⁻¹
E = -42137.1015 eV

Results of the Mulliken charge analysis, in e, for atoms 1 through 6: atom 1 (C): -0.28, atom 2 (C): -0.27, atom 3 (C): 0.45, atom 4 (C): 0.74, atom 5 (C): -0.10, atom 6 (C): -0.80

---

No. 2
Below is a structure of composition C23H49BCl17N2O7PSi2, with properties calculated with ωB97M-V/def2-TZVPD.

CARTESIAN COORDINATES (ANGSTROEM)
C: 2.9198 -3.2386 5.6051
O: 4.3172 -3.0601 5.8852
B: 5.0798 -2.4780 4.9044
O: 6.1622 -3.1585 4.3688
Si: 4.7467 -0.5632 4.2923
Cl: 5.3397 0.6997 5.8093
C: 5.7417 -0.1317 2.7429
C: 7.0231 0.5789 3.0910
O: 8.0626 0.0533 3.3655
O: 6.8645 1.9236 3.0745
O: 3.1232 -0.3601 4.0171
Si: 2.3884 1.0043 3.4576
P: 1.0130 1.7931 5.0653
N: 1.6081 1.8015 6.5296
N: 1.5200 0.6161 1.9858
C: 0.4187 -0.3096 2.1392
C: 0.8556 -1.7449 2.3332
O: -0.7306 0.0223 2.1263
C: 1.2184 1.8323 1.2478
C: 2.1347 2.1302 0.0951
O: 0.3268 2.5706 1.5761
H: 2.6199 -4.1909 6.0494
H: 2.7126 -3.2727 4.5273
H: 2.3336 -2.4165 6.0372
H: 5.9784 -3.5880 3.5227
H: 6.0030 -1.0590 2.2181
H: 5.1778 0.5112 2.0567
H: 7.6757 2.3044 3.4553
H: 3.3909 2.0317 3.1169
H: 0.6451 3.0621 4.5742
H: -0.2007 1.0890 4.9345
H: 2.5439 1.4110 6.5743
H: 1.8645 -1.9348 1.9595
H: 0.8267 -1.9785 3.4074
H: 0.1328 -2.3957 1.8305
H: 2.8588 1.3338 -0.0901
H: 1.5307 2.2901 -0.8021
H: 2.6843 3.0455 0.3563
Cl: 1.3439 -0.9787 -0.8893
C: 0.6724 -0.8123 -2.5385
C: 1.7368 -0.5928 -3.5776
Cl: 2.4842 1.0214 -3.4085
H: -0.0040 0.0364 -2.5026
H: 0.1172 -1.7237 -2.7512
H: 1.2817 -0.6198 -4.5665
H: 2.5248 -1.3399 -3.5308
Cl: 1.2446 3.4642 -5.6173
C: 1.1422 5.1815 -5.1526
C: 2.1241 5.5343 -4.0658
Cl: 1.7033 4.7605 -2.5142
H: 0.1198 5.3802 -4.8373
H: 1.3546 5.7684 -6.0446
H: 2.1120 6.6101 -3.8991
H: 3.1328 5.2250 -4.3272
Cl: -2.7376 3.8131 -5.1035
C: -2.5149 4.1035 -3.3580
C: -1.4318 3.2402 -2.7692
Cl: -1.9108 1.5170 -2.7376
H: -3.4663 3.9278 -2.8661
H: -2.2483 5.1535 -3.2409
H: -1.2515 3.5330 -1.7356
H: -0.4996 3.3108 -3.3253
Cl: -6.7570 2.2754 -3.0779
C: -6.9404 2.9926 -1.4517
C: -7.1108 4.4898 -1.5202
Cl: -5.6114 5.2705 -2.1000
H: -6.0597 2.7236 -0.8733
H: -7.8191 2.5374 -0.9992
H: -7.3224 4.9006 -0.5367
H: -7.9131 4.7677 -2.1990
Cl: 1.0410 -5.5640 0.1745
C: 0.2753 -5.6008 -1.4360
C: 1.2942 -5.6350 -2.5473
Cl: 2.2092 -4.1074 -2.6446
H: -0.3655 -4.7259 -1.5136
H: -0.3406 -6.4975 -1.4779
H: 0.7907 -5.7722 -3.5028
H: 2.0117 -6.4391 -2.4056
Cl: -10.0703 0.7572 -0.0515
C: -10.4919 1.4105 1.5562
C: -10.7181 2.9015 1.5043
Cl: -9.2023 3.7530 1.1022
H: -9.6755 1.1607 2.2289
H: -11.3959 0.9049 1.8901
H: -11.0569 3.2643 2.4727
H: -11.4498 3.1679 0.7462
Cl: -5.8215 -2.8440 -2.6568
C: -6.9161 -1.4598 -2.9283
C: -8.3289 -1.7639 -2.5016
Cl: -9.1034 -2.9873 -3.5437
H: -6.8679 -1.2027 -3.9833
H: -6.5311 -0.6262 -2.3452
H: -8.9301 -0.8585 -2.5720
H: -8.3624 -2.1323 -1.4794
Cl: 9.7319 -4.8597 -1.1690
C: 9.0642 -6.0801 -0.0550
C: 7.9093 -6.8305 -0.6659
Cl: 6.4728 -5.7969 -0.9050
H: 8.7692 -5.5678 0.8574
H: 9.8662 -6.7803 0.1727
H: 7.6087 -7.6432 -0.0068
H: 8.1762 -7.2396 -1.6369

Calculated values
Total charge = 0
HOMO energy = -8.513 eV
Energy relative to the best compared isomer or geometry (same formula, charge and spin) = 0.0 kcal per mole
HOMO-LUMO gap = 8.60 eV
Spin multiplicity = 1
LUMO level = 0.09 eV
Molar mass = 1166.311 u
Max |F| = 0.9 eV Å⁻¹
E = -280568.3530 eV

Results of the Mulliken charge analysis, in e, for atoms 1 through 6: atom 1 (C): -0.53, atom 2 (O): -0.50, atom 3 (B): 0.68, atom 4 (O): -0.52, atom 5 (Si): 0.15, atom 6 (Cl): -0.38

---

No. 3
Below is a structure of composition C12H11N2NiO2S5Sb in a non-equilibrium geometry, with properties calculated with ωB97M-V/def2-TZVPD.

CARTESIAN COORDINATES (ANGSTROEM)
Ni: 0.0319 -0.0322 0.0913
S: -1.6203 -3.5268 3.2688
Sb: 0.0235 -3.0595 1.7447
S: -0.9980 -1.8593 -0.0980
S: 0.9777 -0.6332 1.8710
S: 0.7031 -5.0135 0.7472
C: -1.1220 5.3260 5.2988
C: -0.4548 4.7427 4.0793
C: 0.0601 5.5663 3.0858
C: 0.6770 5.0240 1.9642
C: 0.7794 3.6476 1.8373
C: 0.2647 2.8060 2.8179
C: -0.3503 3.3607 3.9258
S: 1.6819 2.9736 0.4577
O: 2.8721 2.3893 1.0011
O: 1.8600 4.0656 -0.4788
N: 0.7546 1.8292 -0.1344
C: -0.2425 2.0478 -1.0417
C: -0.7395 3.2639 -1.5503
C: -1.7294 3.2160 -2.5056
C: -2.2488 1.9913 -2.9261
C: -1.7524 0.8465 -2.3377
N: -0.7799 0.8723 -1.4368
H: -0.9685 6.4045 5.3497
H: -0.7280 4.8770 6.2119
H: -2.1975 5.1354 5.2755
H: -0.0155 6.6435 3.1926
H: 1.0932 5.6495 1.1858
H: 0.3548 1.7282 2.7123
H: -0.7535 2.7083 4.6926
H: -0.3268 4.1975 -1.2036
H: -2.1131 4.1375 -2.9291
H: -3.0184 1.9292 -3.6826
H: -2.1277 -0.1410 -2.5827

Calculated values
Total charge = -2
HOMO energy = -1.345 eV
HOMO-LUMO gap = 5.51 eV
Spin multiplicity = 1
LUMO level = 4.16 eV
Molar mass = 556.020 u
Max |F| = 1.9 eV Å⁻¹
E = -121458.2344 eV

Results of the Mulliken charge analysis, in e, for atoms 1 through 6: atom 1 (Ni): -0.34, atom 2 (S): -0.74, atom 3 (Sb): 0.79, atom 4 (S): -0.46, atom 5 (S): -0.47, atom 6 (S): -0.71

---

No. 4
Below is an isolated molecule of C10H21N3O4 in a non-equilibrium geometry, with properties calculated with ωB97M-V/def2-TZVPD.

CARTESIAN COORDINATES (ANGSTROEM)
C: -1.8764 -3.4779 -2.7416
O: -1.0087 -2.7972 -3.6268
C: -0.8020 -1.4414 -3.1975
C: 0.6789 -1.2354 -2.8021
C: 0.9355 0.0765 -1.9849
C: 0.2520 -0.0843 -0.6004
C: 0.5202 1.0853 0.3850
C: 1.9697 1.4272 0.7817
O: 2.5758 2.5543 0.1101
N: 2.1808 3.7779 0.6218
O: 1.7586 4.4491 -0.2493
O: 1.8569 1.8834 2.1610
C: 0.6678 1.4235 2.7698
N: 1.0823 0.3112 3.6493
C: -0.3938 1.0797 1.6680
C: -1.2383 -0.1858 2.0114
N: -2.4162 0.2413 2.8350
H: -1.3839 -3.7660 -1.7928
H: -2.8131 -2.9271 -2.5405
H: -2.1640 -4.4117 -3.2571
H: -1.5074 -1.2671 -2.3681
H: -1.0966 -0.7574 -4.0142
H: 0.9271 -2.0648 -2.1110
H: 1.3460 -1.3201 -3.6757
H: 0.6350 0.9889 -2.5181
H: 2.0256 0.0903 -1.7900
H: 0.5200 -1.0346 -0.0994
H: -0.8447 -0.1283 -0.7303
H: 0.2009 1.9865 -0.1806
H: 2.7177 0.6258 0.8779
H: 0.1386 2.1533 3.4185
H: 2.0665 0.1580 3.4722
H: 1.0298 0.6268 4.6092
H: -1.1320 1.8790 1.5108
H: -1.6672 -0.6895 1.1325
H: -0.6804 -0.9366 2.5894
H: -2.0582 0.9380 3.4835
H: -3.0026 0.7692 2.1931

Calculated values
Total charge = 0
HOMO energy = -9.485 eV
Energy relative to the best compared isomer or geometry (same formula, charge and spin) = 138.9 kcal per mole
SMILES = COCCCC[C@@H]1[C@@H](ON=O)O[C@H](N)[C@@H]1CN
HOMO-LUMO gap = 9.56 eV
Spin multiplicity = 1
LUMO level = 0.08 eV
Molar mass = 247.295 u
Max |F| = 2.9 eV Å⁻¹
E = -23366.1332 eV

Results of the Mulliken charge analysis, in e, for atoms 1 through 6: atom 1 (C): -0.66, atom 2 (O): -0.35, atom 3 (C): -0.34, atom 4 (C): -0.60, atom 5 (C): -0.49, atom 6 (C): -0.95